A structure of composition C24H22BBr4N11O4S3W. Source: OMol25; level of theory: the ωB97M-V functional and the def2-TZVPD basis.

ΔE to the lowest compared entry with this formula, charge and spin: 68.2 kJ/mol
gap between HOMO and LUMO (spin up / spin down): 6.2287 / 6.2021 eV
HOMO level (spin up / spin down): -7.42 / -7.39 eV

Structure (ORCA input):
```
! wB97M-V def2-TZVPD RIJCOSX def2/J DEFGRID3
* xyz 0 1
W -0.75664 -0.36428 -0.79435
C -4.38832 2.63871 0.87619
C -3.14556 3.22271 0.31896
N -2.68734 4.40886 0.54796
N -1.51614 4.46621 -0.15692
C -1.20576 3.32949 -0.79555
S 0.10170 2.84806 -1.68982
N -2.28766 2.54868 -0.51480
N -2.40665 1.25070 -1.02767
H -4.90257 3.40319 1.45182
H -4.15448 1.79998 1.53559
H -5.05564 2.28894 0.08545
H -0.92054 5.26958 -0.07794
H -3.28687 0.87819 -0.68057
H -2.46492 1.32045 -2.05021
Br 1.19316 0.90195 -7.41811
C 1.20783 0.51209 -5.57494
C 2.41616 0.30111 -4.90292
Br 4.05637 0.40021 -5.82560
C 2.41567 0.01775 -3.53713
Br 3.98250 -0.24608 -2.52717
C 1.20895 -0.05768 -2.86346
O 1.07419 -0.29662 -1.55818
C 0.00775 0.14426 -3.53021
O -1.06539 0.05671 -2.75502
C -0.00145 0.43671 -4.88427
Br -1.67657 0.74463 -5.68519
N 5.73707 3.77424 1.11404
C 4.47878 3.25143 1.35090
C 3.35564 3.79775 0.72581
C 2.09902 3.28452 0.97440
C 1.94217 2.21679 1.84915
C 3.04844 1.69298 2.51262
C 4.30487 2.20534 2.26392
S 0.34771 1.55192 2.13420
O -0.63006 2.50642 1.69926
O 0.30743 1.04312 3.47283
N 0.17459 0.27411 1.08841
C 0.76202 -0.91602 1.31643
N 0.27549 -1.77981 0.38973
C 0.73527 -3.02033 0.30362
C 1.65960 -3.45751 1.22623
C 2.07869 -2.52070 2.17504
N 1.65415 -1.27103 2.24415
H 5.85453 4.28975 0.25875
H 6.51988 3.18543 1.34015
H 3.47417 4.62439 0.03530
H 1.23363 3.69930 0.47886
H 2.91227 0.89350 3.22401
H 5.16579 1.80204 2.78453
H 0.34721 -3.63650 -0.49785
H 2.05874 -4.45945 1.19680
H 2.81797 -2.80532 2.91846
S -2.85022 -0.82779 0.86085
C -2.34658 -2.19117 1.76215
N -2.67773 -3.42522 1.31017
C -2.32292 -4.56059 1.92735
C -1.60175 -4.48057 3.08304
C -1.27619 -3.18926 3.51511
N -1.63347 -2.08612 2.89196
H -3.17532 -3.50339 0.41624
H -2.62657 -5.47600 1.43976
H -1.29096 -5.36401 3.61749
H -0.68949 -3.04772 4.41794
B -2.89883 -4.53159 -1.67028
C -2.14104 -3.13806 -1.63897
N -1.65419 -2.09977 -1.52817
H -3.13405 -4.85319 -2.80290
H -2.19182 -5.33437 -1.08943
H -3.94575 -4.34203 -1.05798
*
```